Entry 1:
Formula: C8H16Br4O
Source: the OMol25 dataset
Level of theory: ωB97M-V/def2-TZVPD

The geometry in ORCA input format:
```
! RIJCOSX wB97M-V def2-TZVPD def2/J DEFGRID3
* xyz 0 1
C -1.33 -1.63 -0.24
C -0.01 -2.38 -0.21
C 0.44 -2.27 -1.68
O -0.01 -1.03 -2.11
C -1.29 -0.74 -1.50
H -1.54 -1.13 0.70
H -2.15 -2.36 -0.27
H -0.30 -3.39 0.06
H 0.61 -2.05 0.62
H -0.12 -2.98 -2.29
H 1.51 -2.44 -1.79
H -2.07 -0.98 -2.21
H -1.37 0.34 -1.35
Br -4.27 2.73 -0.29
C -2.44 2.65 0.51
C -2.30 1.58 1.58
Br -0.44 1.32 2.03
H -2.18 3.57 1.03
H -1.82 2.39 -0.35
H -2.76 0.65 1.26
H -2.93 1.89 2.41
Br 2.92 2.58 -0.91
C 2.71 0.89 0.13
C 3.99 0.73 0.98
Br 3.68 -1.04 1.90
H 2.67 0.06 -0.57
H 1.80 0.82 0.72
H 4.22 1.61 1.58
H 4.79 0.64 0.25
*
```

Calculated values
HOMO level in eV: -9.7
SMILES string: C1CCOC1.BrCCBr.BrCCBr
LUMO energy in eV: 0.42
Kohn-Sham gap in eV: 10.15

Entry 2:
Formula: C8H16Br8
Source: the OMol25 dataset
Level of theory: ωB97M-V/def2-TZVPD

The geometry in ORCA input format:
```
! RIJCOSX wB97M-V def2-TZVPD def2/J DEFGRID3
* xyz 0 1
Br -1.42 0.29 -0.16
C -2.72 -1.22 -0.34
C -1.95 -2.49 -0.24
Br -3.21 -3.99 -0.43
H -3.30 -1.14 -1.26
H -3.30 -1.09 0.58
H -1.30 -2.53 0.64
H -1.27 -2.79 -1.04
Br -1.08 2.79 2.01
C -0.77 4.39 0.81
C -0.47 4.03 -0.64
Br 0.03 5.66 -1.71
H -0.06 5.10 1.25
H -1.74 4.87 0.70
H -1.36 3.60 -1.10
H 0.36 3.32 -0.71
Br 1.51 -0.47 -0.87
C 0.78 1.08 0.20
C 1.23 1.08 1.66
Br 0.13 -0.36 2.57
H -0.28 1.00 -0.01
H 1.16 1.92 -0.38
H 1.02 2.03 2.14
H 2.30 0.85 1.74
Br 2.59 -5.42 -0.32
C 2.69 -3.48 -0.46
C 1.31 -2.79 -0.56
Br 0.67 -2.91 -2.44
H 3.04 -3.18 -1.45
H 3.49 -3.17 0.20
H 1.44 -1.73 -0.35
H 0.48 -3.25 -0.03
*
```

Calculated values
HOMO level in eV: -8.4
LUMO energy in eV: 0.03
Kohn-Sham gap in eV: 8.48

Entry 3:
Formula: C8H16Br8
Source: the OMol25 dataset
Level of theory: ωB97M-V/def2-TZVPD

The geometry in ORCA input format:
```
! RIJCOSX wB97M-V def2-TZVPD def2/J DEFGRID3
* xyz 0 1
Br 2.74 -2.42 -9.67
C 1.92 -0.84 -8.81
C 1.71 -1.03 -7.37
Br 0.50 -2.62 -7.19
H 1.01 -0.61 -9.36
H 2.58 0.02 -8.89
H 1.34 -0.13 -6.88
H 2.62 -1.36 -6.86
Br -1.10 -0.13 -0.24
C -2.18 -1.03 1.16
C -3.38 -1.64 0.51
Br -4.82 -2.09 1.73
H -2.56 -0.33 1.91
H -1.58 -1.80 1.64
H -3.01 -2.57 0.08
H -3.82 -0.98 -0.25
Br 0.69 -0.21 -4.12
C 1.61 0.78 -2.70
C 0.93 2.22 -2.73
Br 1.90 3.26 -1.32
H 2.69 0.87 -2.81
H 1.31 0.30 -1.77
H -0.14 2.22 -2.51
H 1.02 2.72 -3.69
Br 4.07 -0.49 -0.94
C 2.91 -1.05 0.55
C 3.17 -2.38 1.09
Br 2.12 -2.59 2.75
H 1.93 -1.03 0.07
H 3.09 -0.32 1.34
H 4.24 -2.53 1.26
H 2.91 -3.15 0.36
*
```

Calculated values
HOMO level in eV: -9.8
SMILES string: BrCCBr.BrCCBr.BrCCBr.BrCCBr
LUMO energy in eV: 0.16
Kohn-Sham gap in eV: 9.96

Entry 4:
Formula: C8H16ClN4
Source: the OMol25 dataset
Level of theory: ωB97M-V/def2-TZVPD

The geometry in ORCA input format:
```
! RIJCOSX wB97M-V def2-TZVPD def2/J DEFGRID3
* xyz 1 1
C -1.02 -0.62 3.64
C -0.74 0.46 2.65
N 0.39 0.22 1.93
N 1.05 -0.79 2.05
C 2.02 -1.43 1.50
N 1.86 -2.11 0.36
C 1.07 -1.61 -0.60
Cl 0.35 -2.60 -1.71
N 0.64 -0.29 -0.63
C -0.10 0.46 -1.79
C -1.53 0.07 -1.95
C 0.04 1.90 -1.27
C 0.65 0.28 -3.14
H -1.14 -1.59 3.27
H -0.35 -0.61 4.45
H -1.91 -0.39 4.25
H -0.60 1.43 3.24
H -1.57 0.68 2.01
H 2.93 -1.56 2.03
H 1.10 0.41 -0.12
H -2.22 0.42 -1.24
H -1.94 0.45 -2.81
H -1.86 -0.91 -2.01
H 1.11 2.14 -1.02
H -0.51 2.06 -0.40
H -0.22 2.63 -2.02
H 1.63 0.71 -3.09
H 0.61 -0.71 -3.59
H 0.30 0.91 -3.99
*
```

Calculated values
HOMO level in eV: -13.7
SMILES string: CC/N=N/C=N\C(Cl)=[NH+]\C(C)(C)C
LUMO energy in eV: -4.76
Kohn-Sham gap in eV: 8.92

Entry 5:
Formula: C8H16CrF10N3O14S6
Source: the OMol25 dataset
Level of theory: ωB97M-V/def2-TZVPD

The geometry in ORCA input format:
```
! RIJCOSX wB97M-V def2-TZVPD def2/J DEFGRID3
* xyz -1 5
Cr -0.06 -0.13 0.11
N -0.59 0.00 1.99
S -0.64 1.01 3.19
O 0.26 0.87 4.32
O -1.87 1.70 3.44
F 0.09 2.15 2.32
S -1.09 -1.22 3.17
O -2.31 -1.07 3.93
O 0.05 -1.92 3.71
F -1.53 -2.27 2.04
N 0.38 -1.67 -0.98
S 0.75 -1.99 -2.65
O -0.01 -2.88 -3.51
O 2.14 -1.74 -3.05
F 0.03 -0.59 -3.14
S 0.77 -3.22 -0.83
O 2.17 -3.53 -0.96
O -0.30 -4.20 -0.97
F 0.81 -2.97 0.77
C 2.41 3.48 -0.62
F 2.27 4.72 -1.17
F 3.64 2.92 -0.66
F 1.94 3.39 0.67
S 1.24 2.33 -1.80
O 0.75 3.16 -2.91
O 2.07 1.26 -2.25
N -0.05 1.65 -0.70
S -1.07 2.90 -0.64
O -2.06 2.70 0.42
O -0.50 4.25 -0.66
C -2.03 2.75 -2.35
F -1.88 3.78 -3.17
F -1.70 1.64 -3.03
F -3.36 2.65 -2.08
C 3.54 -1.51 1.85
C 2.66 -0.27 1.96
C 3.48 0.98 2.35
O 2.10 -0.01 0.69
H 2.97 -2.44 1.76
H 4.11 -1.62 2.78
H 4.31 -1.48 1.09
H 1.93 -0.40 2.75
H 4.07 1.34 1.50
H 4.23 0.83 3.13
H 2.93 1.88 2.62
H 2.83 -0.22 0.11
C -3.11 -2.67 -0.85
C -2.74 -1.32 -1.39
C -4.02 -0.57 -1.89
O -2.20 -0.53 -0.31
H -2.41 -3.03 -0.10
H -3.22 -3.43 -1.63
H -4.06 -2.54 -0.33
H -2.06 -1.38 -2.24
H -4.80 -0.57 -1.13
H -4.41 -1.00 -2.81
H -3.87 0.48 -2.12
H -2.96 -0.41 0.26
*
```

Calculated values
HOMO level (spin up / spin down) in eV: -6.8 / -8.5
LUMO energy (spin up / spin down) in eV: 0.53 / 0.59
Kohn-Sham gap (spin up / spin down) in eV: 7.36 / 9.13

Entry 6:
Formula: C8H16FIP
Source: the OMol25 dataset
Level of theory: ωB97M-V/def2-TZVPD

The geometry in ORCA input format:
```
! RIJCOSX wB97M-V def2-TZVPD def2/J DEFGRID3
* xyz 1 1
C -1.29 -1.85 -0.40
C -0.74 -1.29 -1.80
C -0.38 -1.44 0.78
C -0.13 0.05 -1.59
C -0.94 -1.49 2.24
C 1.94 1.47 -1.80
C 1.32 0.28 -1.19
C -0.67 1.78 1.19
F 1.57 4.00 1.56
P 0.07 0.34 0.24
I -1.00 3.45 -0.15
H -2.24 -1.44 -0.24
H -1.26 -2.96 -0.47
H -0.03 -2.00 -2.34
H -1.61 -1.17 -2.39
H 0.60 -1.96 0.88
H -0.56 0.86 -2.20
H -1.16 -2.58 2.32
H -1.98 -1.02 2.23
H -0.19 -1.05 2.98
H 1.66 2.33 -1.17
H 1.46 1.45 -2.90
H 3.11 1.47 -1.80
H 1.19 4.87 1.54
H 1.93 -0.65 -0.95
H -1.53 1.45 1.59
H 0.12 1.98 2.03
*
```

Calculated values
HOMO level in eV: -13.3
LUMO energy in eV: -3.78
Kohn-Sham gap in eV: 9.47

Entry 7:
Formula: C8H16FNSi
Source: the OMol25 dataset
Level of theory: ωB97M-V/def2-TZVPD

The geometry in ORCA input format:
```
! RIJCOSX wB97M-V def2-TZVPD def2/J DEFGRID3
* xyz 0 1
C -3.52 -0.39 0.23
Si -1.88 0.37 -0.13
C -1.50 2.13 0.59
F -1.70 0.80 -1.77
C -0.53 -0.81 0.48
C -0.57 -2.02 0.08
N -0.76 -3.17 -0.09
H -3.92 -0.33 1.22
H -4.30 0.07 -0.24
H -3.38 -1.46 -0.08
H -1.79 1.87 1.65
H -0.44 2.44 0.49
H -2.29 2.75 0.23
H 0.01 -0.44 1.32
H -0.38 -3.77 -0.86
C 2.21 -1.66 -0.82
C 1.85 -0.35 -0.98
C 2.35 0.78 -0.13
C 2.38 0.52 1.44
H 3.14 -1.83 -0.26
H 1.93 -2.34 -1.61
H 1.00 0.05 -1.59
H 3.38 1.10 -0.40
H 1.75 1.74 -0.30
H 3.11 1.31 1.87
H 3.06 -0.39 1.52
H 1.54 0.47 1.97
*
```

Calculated values
HOMO level in eV: -8.4
SMILES string: C[Si](C)(F)C=C=N.C=CCC
LUMO energy in eV: 0.86
Kohn-Sham gap in eV: 9.29

Entry 8:
Formula: C8H16N2
Source: the OMol25 dataset
Level of theory: ωB97M-V/def2-TZVPD

The geometry in ORCA input format:
```
! RIJCOSX wB97M-V def2-TZVPD def2/J DEFGRID3
* xyz 0 1
C -0.07 2.17 -1.46
C -0.12 1.63 -0.25
C -0.13 0.09 0.01
N -1.33 -0.51 0.55
C -1.84 0.14 1.71
N -2.31 -0.51 -0.53
C 1.32 -0.52 0.61
C 2.34 0.34 1.23
C 0.78 -0.76 -0.83
C 0.54 -2.25 -1.30
H -0.15 3.19 -1.46
H -0.08 1.66 -2.31
H -0.28 2.33 0.70
H -2.86 -0.08 1.61
H -1.29 -0.41 2.51
H -1.65 1.16 1.92
H -1.99 -1.15 -1.24
H -2.57 0.43 -0.98
H 0.95 -1.28 1.17
H 2.67 1.19 0.50
H 3.15 -0.18 1.51
H 2.02 0.95 2.03
H 1.41 -0.12 -1.42
H 0.17 -2.13 -2.28
H -0.12 -2.73 -0.78
H 1.45 -2.66 -1.21
*
```

Calculated values
HOMO level in eV: -8.4
SMILES string: C=CC1(N(C)N)[C@H](C)[C@H]1C
LUMO energy in eV: 1.00
Kohn-Sham gap in eV: 9.41

Number 1: molar mass 447.83 g/mol, E_tot -10685.671370 Ha. Number 2: molar mass 751.45 g/mol, E_tot -20906.147270 Ha. Number 3: molar mass 751.45 g/mol, E_tot -20906.512037 Ha. Number 4: molar mass 203.70 g/mol, E_tot -993.273244 Ha. Number 5: molar mass 812.60 g/mol, E_tot -5964.219662 Ha. Number 6: molar mass 289.09 g/mol, E_tot -1053.004955 Ha. Number 7: molar mass 173.31 g/mol, E_tot -758.480255 Ha. Number 8: molar mass 140.23 g/mol, E_tot -423.745290 Ha.